Density functional theory data (wB97M-V/def2-TZVPD) for C33H42Br9N3O15 as an isolated structure in a non-equilibrium geometry.

As for the energy above the lowest of the compared OMol25 structures with the same formula, charge and spin: 0.0 kcal/mol. As for the highest occupied orbital energy: -0.363 Eh. The frontier orbital gap is 8.71 eV. The electronic energy is -700456.13255 eV.

Positions of all 102 atoms, in Å:
C  -0.860682  2.164402  -4.986394
C  -0.080692  2.238372  -3.891274
C  1.307948  1.985992  -4.012734
C  1.870708  1.626242  -5.318274
C  1.009518  1.565362  -6.394494
C  -0.364542  1.791812  -6.188264
N  3.256248  1.267072  -5.456124
O  3.694258  0.996832  -6.578984
O  3.906278  1.369612  -4.380704
H  -1.926392  2.324552  -4.915504
H  -0.518782  2.486982  -2.935934
H  1.786498  1.908032  -3.047684
H  1.422808  1.443802  -7.384854
H  -0.986482  1.741802  -7.069784
C  -0.457562  -1.226358  0.064396
C  -0.424342  -0.023978  -0.571414
C  -1.253682  1.016872  -0.123084
C  -2.229412  0.711002  0.809756
C  -2.245982  -0.526798  1.521136
C  -1.340342  -1.481688  1.090686
N  -3.156252  1.745072  1.224626
O  -3.011282  2.843682  0.850536
O  -4.067512  1.366092  1.933376
H  0.128908  -2.059428  -0.294004
H  0.264088  0.114762  -1.391904
H  -1.359812  1.962732  -0.633474
H  -2.931262  -0.681818  2.341356
H  -1.291962  -2.460778  1.543966
C  0.395248  3.818452  3.735756
C  1.327188  2.809912  3.997536
C  0.715988  1.558352  4.320336
C  -0.640172  1.356162  4.361376
C  -1.482112  2.394112  4.191636
C  -0.954752  3.643372  3.841586
N  -1.154332  -0.061948  4.658716
O  -2.372382  -0.110218  4.599856
O  -0.391152  -0.987198  5.014636
H  0.764478  4.803072  3.489606
H  2.395378  2.952332  3.926226
H  1.315498  0.669672  4.451686
H  -2.545432  2.233602  4.291526
H  -1.565372  4.531832  3.777026
C  1.988238  -1.816878  -3.952794
C  0.554348  -1.906758  -4.592954
O  -0.396522  -1.970058  -3.555294
C  -1.405532  -2.815438  -3.562234
O  -1.697782  -3.658818  -4.391134
O  -2.023422  -2.640878  -2.392504
C  -2.953582  -3.621828  -1.982184
H  2.228948  -2.641728  -3.282134
H  2.161908  -0.909838  -3.373814
H  2.867578  -1.780488  -4.595864
H  0.442958  -2.726188  -5.303054
H  0.300698  -0.991948  -5.128584
H  -3.565322  -3.209508  -1.179764
H  -2.667062  -4.664548  -1.845224
H  -3.726302  -3.762928  -2.737884
C  4.075468  -0.359678  6.057516
C  4.833958  0.369492  4.864096
O  3.917128  0.570112  3.813856
C  4.167898  0.153002  2.595026
O  5.091558  -0.590928  2.314096
O  3.217348  0.741992  1.739656
C  3.211098  0.224482  0.390306
H  3.823528  -1.403698  5.871426
H  3.167988  0.244132  6.057046
H  4.532008  -0.364158  7.047286
H  5.812578  -0.054608  4.639256
H  5.235438  1.337802  5.162926
H  3.862478  -0.628538  0.200146
H  3.385418  1.007702  -0.347444
H  2.224928  -0.174538  0.152886
C  2.838268  -3.121528  2.641276
C  1.993458  -4.394848  2.261676
O  1.468168  -4.227138  0.951206
C  1.021448  -5.285428  0.285076
O  0.888418  -6.426348  0.694846
O  0.793658  -4.831288  -0.953914
C  0.298938  -5.632388  -2.064374
H  3.657728  -2.905058  1.955906
H  3.455138  -3.269568  3.527656
H  2.239938  -2.216358  2.745046
H  1.182108  -4.636588  2.948236
H  2.847538  -5.071278  2.228626
H  0.173998  -4.886438  -2.849264
H  -0.686472  -5.893068  -1.678204
H  0.860648  -6.501748  -2.406124
C  -5.690642  0.200042  -1.159694
Br  -4.329512  0.215612  -2.608184
Br  -5.472342  -1.335138  0.080326
Br  -7.535762  0.269552  -1.842344
H  -5.483092  1.112802  -0.601224
C  -6.008222  4.553232  0.837716
Br  -6.536062  6.294312  0.196076
Br  -7.401472  3.240402  0.613276
Br  -5.380632  4.346032  2.729396
H  -5.206752  4.150962  0.218106
C  -0.418562  5.766152  -0.398344
Br  -0.673072  5.764222  -2.295364
Br  0.242528  4.079202  0.307056
Br  -2.050152  6.321672  0.614206
H  0.294468  6.543512  -0.123754

Atoms 1-2, force components in eV/Å:
-2.0789 -0.2288 -0.5895
2.6811 -0.0141 0.7951

Results of the Mulliken charge analysis, in e, for atoms 1 through 8: atom 1 (C): -0.83, atom 2 (C): -0.13, atom 3 (C): -0.19, atom 4 (C): -0.37, atom 5 (C): -0.49, atom 6 (C): -0.51, atom 7 (N): 1.11, atom 8 (O): -0.61